Molecular formula: C5H8O
Method: DFT, the ωB97M-V functional and the def2-TZVPD basis

Computed properties:
Strongest force on any atom = 7.887 eV/A
Orbital gap = 10.0 eV
E_tot = -7359.087 eV
Multiplicity = 1
Highest occupied orbital energy = -9.3 eV
ΔE to the lowest compared entry with this formula, charge and spin = 73.07 kcal/mol
LUMO = 0.6 eV

Last column: Mulliken charge in e.
Element x y z (Å)
C 0.8989 1.3246 -0.8741  -0.631
H -1.7915 1.1008 -0.5030  0.363
H -0.7631 1.3023 0.9447  0.329
O 2.2049 -0.5634 -0.6500  -0.590
H -0.7319 -1.0297 -1.0486  0.272
C -0.2634 -0.5181 -0.1959  0.480
H 0.2773 -2.3275 0.8531  0.324
H -1.3195 -1.6918 1.2989  0.364
C 1.1200 -0.0283 -0.6221  0.429
H 1.3670 2.1898 -0.4714  0.351
H 0.1531 -0.9043 1.8977  0.337
H -0.0579 1.6356 -1.5846  0.259
C -0.2940 -1.4113 1.0349  -1.373
C -0.8000 0.9212 -0.0796  -0.914